[1]
C33H42CuNO5PS2SeSi | ωB97M-V/def2-TZVPD

Calculated values
E = -195457.53705 eV
HOMO energy = -4.319 eV
Total charge = -1

Last column: Mulliken charge in e.
CARTESIAN COORDINATES (ANGSTROEM)
Cu  -0.317  -1.160  -0.072  -0.34
O  -1.219  -2.941  2.246  -0.58
N  -1.773  -2.322  1.168  0.45
C  -2.618  -3.063  0.578  -1.11
C  -3.434  -2.682  -0.589  0.98
C  -4.443  -3.611  -0.877  -0.97
C  -5.358  -3.415  -1.895  -0.70
C  -5.278  -2.260  -2.656  -0.84
C  -4.279  -1.339  -2.393  -0.43
C  -3.334  -1.519  -1.381  0.37
P  -2.057  -0.199  -1.120  1.88
C  -3.084  0.979  -0.177  0.98
C  -2.811  1.086  1.183  -0.05
C  -3.567  1.931  1.987  -0.49
C  -4.594  2.681  1.437  -0.64
C  -4.876  2.575  0.078  -0.81
C  -4.131  1.723  -0.721  -0.29
C  -1.890  0.412  -2.830  -0.02
C  -2.048  1.735  -3.228  0.12
C  -1.825  2.101  -4.550  -1.02
C  -1.423  1.156  -5.481  -0.53
C  -1.231  -0.161  -5.083  -0.73
C  -1.458  -0.528  -3.768  -0.61
H  -0.531  -2.301  2.562  0.53
H  -2.786  -4.062  0.980  0.20
H  -4.504  -4.509  -0.274  0.38
H  -6.122  -4.158  -2.087  0.39
H  -5.983  -2.072  -3.457  0.42
H  -4.220  -0.456  -3.016  0.24
H  -1.985  0.535  1.614  -0.11
H  -3.326  2.011  3.040  0.48
H  -5.176  3.348  2.062  0.37
H  -5.683  3.151  -0.358  0.42
H  -4.372  1.635  -1.773  0.34
H  -2.307  2.486  -2.497  0.53
H  -1.954  3.136  -4.843  0.40
H  -1.243  1.445  -6.509  0.37
H  -0.891  -0.906  -5.791  0.42
H  -1.281  -1.555  -3.464  0.40
C  4.262  -3.192  0.393  -0.95
Si  2.530  -3.846  -0.001  0.50
C  1.794  -4.392  1.640  -0.93
C  2.799  -5.404  -1.042  -1.13
Se  1.312  -2.425  -1.203  -0.81
H  4.930  -4.026  0.634  0.48
H  4.245  -2.513  1.249  0.10
H  4.677  -2.652  -0.461  0.29
H  2.422  -5.187  2.059  0.37
H  0.776  -4.765  1.528  0.25
H  1.770  -3.564  2.351  0.20
H  3.369  -6.160  -0.491  0.32
H  3.347  -5.159  -1.956  0.28
H  1.839  -5.833  -1.335  0.23
C  -0.401  5.559  -0.904  -1.06
C  -0.934  4.856  0.334  -0.71
S  -0.384  3.139  0.492  0.78
O  -0.534  2.555  -0.872  -0.67
C  1.402  3.423  0.760  -0.81
C  2.234  2.710  -0.294  -0.84
H  -0.998  6.445  -1.127  0.39
H  -0.450  4.882  -1.759  0.22
H  0.634  5.877  -0.774  0.29
H  -2.024  4.773  0.311  0.31
H  -0.665  5.362  1.265  0.48
H  1.605  3.034  1.760  0.32
H  1.597  4.497  0.761  0.60
H  1.998  1.648  -0.319  -0.10
H  3.292  2.827  -0.047  0.37
H  2.053  3.121  -1.286  0.35
C  6.900  0.407  2.888  -1.42
C  5.397  0.374  2.850  0.99
C  4.635  0.921  3.876  -0.79
C  3.247  0.872  3.842  -0.80
C  2.610  0.270  2.772  -0.48
C  3.352  -0.279  1.731  -0.15
C  4.734  -0.224  1.779  -0.60
S  0.836  0.184  2.688  1.58
O  0.499  -1.178  3.114  -1.03
O  0.328  1.220  3.566  -0.79
O  0.550  0.417  1.273  0.57
H  7.267  1.002  3.725  0.35
H  7.311  0.828  1.968  0.34
H  7.312  -0.600  2.991  0.30
H  5.133  1.394  4.716  0.30
H  2.657  1.310  4.638  0.52
H  2.844  -0.758  0.899  0.17
H  5.307  -0.662  0.969  0.45



[2]
C2H6N2 | ωB97M-V/def2-TZVPD

Calculated values
SMILES = C/N=C/N
E = -5149.85848 eV
HOMO energy = -9.032 eV

Last column: Mulliken charge in e.
CARTESIAN COORDINATES (ANGSTROEM)
C  0.461  0.529  -1.416  -0.72
N  0.725  0.033  -0.095  -0.49
C  -0.173  0.121  0.790  0.03
N  -0.548  -0.864  1.696  -0.47
H  -0.266  -0.046  -1.994  0.28
H  0.125  1.573  -1.509  0.32
H  1.366  0.388  -2.010  0.27
H  -0.779  1.043  0.714  0.32
H  -0.070  -1.052  2.560  0.24
H  -0.842  -1.726  1.265  0.22



[3]
C46H46FN6O8PSiSn | ωB97M-V/def2-TZVPD

Calculated values
E = -99480.94257 eV
HOMO energy = -6.411 eV

Last column: Mulliken charge in e.
CARTESIAN COORDINATES (ANGSTROEM)
Sn  -1.554  -1.320  -1.539  1.51
O  1.222  -2.469  5.428  -0.52
C  1.258  -2.067  4.119  0.67
O  2.157  -1.369  3.749  -0.53
C  0.185  -2.607  3.272  1.24
C  -0.524  -3.774  3.468  -1.38
N  -1.311  -3.922  2.393  -0.01
N  -1.163  -2.931  1.497  -0.32
C  -0.252  -2.129  2.007  0.45
C  0.101  -0.836  1.287  0.18
O  0.029  0.191  1.973  -0.69
O  0.362  -0.948  0.052  -0.50
H  0.399  -2.942  5.592  0.32
H  -0.486  -4.528  4.238  0.37
H  -1.957  -4.666  2.197  0.18
F  1.325  3.676  1.800  -0.39
C  -0.004  3.420  1.851  0.29
C  -0.554  2.553  0.954  -0.84
C  -1.927  2.322  0.987  1.19
C  -2.473  1.305  0.088  1.04
O  -1.671  0.730  -0.662  -0.67
C  -3.879  1.078  0.159  -0.38
C  -4.607  1.835  1.016  -0.64
N  -4.100  2.733  1.905  0.34
C  -4.979  3.470  2.773  -0.22
C  -4.987  3.153  4.243  -0.48
C  -6.153  2.772  3.379  -1.02
C  -2.735  2.988  1.913  -0.15
C  -2.140  3.836  2.854  -0.44
C  -0.769  4.032  2.842  -1.23
N  -0.178  4.801  3.885  0.40
C  1.202  4.561  4.268  -0.74
C  1.407  5.199  5.657  -0.64
N  0.046  5.385  6.262  -0.15
C  -0.707  6.469  5.537  -0.75
C  -0.534  6.198  4.029  -0.72
C  -4.614  0.012  -0.654  0.07
O  -5.835  0.137  -0.747  -0.76
O  -3.882  -0.935  -1.074  -0.41
H  0.058  2.019  0.241  0.54
H  -5.681  1.700  1.017  0.74
H  -5.112  4.509  2.488  0.40
H  -5.100  3.972  4.941  0.30
H  -4.336  2.351  4.566  0.26
H  -7.071  3.335  3.463  0.25
H  -6.284  1.722  3.162  0.36
H  -2.736  4.287  3.636  0.71
H  1.933  4.990  3.577  0.41
H  1.375  3.486  4.310  0.53
H  1.856  6.189  5.606  0.34
H  2.001  4.574  6.320  0.37
H  0.088  5.562  7.262  0.31
H  -0.470  4.516  6.090  0.37
H  -0.292  7.424  5.853  0.37
H  -1.745  6.399  5.857  0.42
H  0.236  6.857  3.607  0.33
H  -1.465  6.405  3.508  0.50
O  -1.292  -4.585  -2.906  -0.31
N  -1.354  -3.547  -3.831  -0.44
C  -0.293  -3.448  -4.520  -0.86
C  0.907  -4.323  -4.438  0.27
C  1.237  -5.079  -5.561  -0.56
C  2.317  -5.944  -5.535  -0.67
C  3.078  -6.057  -4.379  -0.81
C  2.769  -5.284  -3.272  -0.44
C  1.694  -4.397  -3.286  0.97
P  1.331  -3.206  -1.923  1.08
C  2.787  -2.098  -2.100  0.41
C  4.111  -2.479  -1.881  0.16
C  5.148  -1.584  -2.083  -0.81
C  4.876  -0.289  -2.511  -0.57
C  3.565  0.103  -2.724  -0.73
C  2.525  -0.795  -2.513  -0.10
C  1.763  -4.198  -0.451  0.17
C  2.422  -3.627  0.636  -0.52
C  2.669  -4.373  1.781  -0.66
C  2.243  -5.691  1.862  -0.61
C  1.555  -6.258  0.796  -0.77
C  1.313  -5.515  -0.350  -0.71
H  -2.060  -4.405  -2.352  0.35
H  -0.328  -2.656  -5.262  0.36
H  0.629  -4.993  -6.454  0.49
H  2.561  -6.533  -6.411  0.39
H  3.918  -6.740  -4.342  0.43
H  3.369  -5.379  -2.376  0.27
H  4.337  -3.480  -1.534  0.25
H  6.170  -1.894  -1.906  0.40
H  5.687  0.411  -2.670  0.38
H  3.340  1.113  -3.046  0.53
H  1.503  -0.473  -2.674  0.13
H  2.734  -2.591  0.595  0.31
H  3.187  -3.912  2.613  0.48
H  2.443  -6.274  2.753  0.43
H  1.210  -7.283  0.854  0.42
H  0.777  -5.963  -1.180  0.45
C  1.469  0.859  -6.422  -0.89
Si  0.055  1.722  -5.550  -0.15
C  -1.325  2.056  -6.769  -1.01
C  0.658  3.342  -4.825  -0.93
C  -0.554  0.657  -4.201  0.18
C  -0.907  -0.040  -3.264  -0.60
H  1.854  1.465  -7.247  0.35
H  1.139  -0.099  -6.830  0.28
H  2.292  0.655  -5.733  0.26
H  -0.982  2.708  -7.577  0.30
H  -2.173  2.536  -6.277  0.31
H  -1.684  1.125  -7.212  0.29
H  1.035  4.007  -5.606  0.32
H  1.460  3.168  -4.105  0.24
H  -0.154  3.852  -4.303  0.30



[4]
C22H48CaF8N6O16S8 | ωB97M-V/def2-TZVPD

Calculated values
E = -192143.27233 eV
HOMO energy = -9.171 eV

Last column: Mulliken charge in e.
CARTESIAN COORDINATES (ANGSTROEM)
Ca  1.226  -2.817  2.778  4.51
C  -7.170  3.431  2.369  -1.30
C  -7.111  2.785  0.945  -0.54
C  -5.647  2.556  0.508  -0.21
C  -5.600  1.806  -0.868  -0.88
N  -4.089  1.629  -1.384  0.63
C  -4.171  1.322  -2.924  -0.94
C  -4.385  2.688  -3.707  -0.69
C  -3.607  3.675  -2.813  -0.67
C  -3.156  2.896  -1.500  -0.56
C  -3.327  0.661  -0.488  -0.79
C  -3.938  -0.742  -0.614  -0.07
C  -3.124  -1.781  0.053  -1.40
H  -6.753  2.728  3.090  0.35
H  -8.179  3.748  2.633  0.38
H  -6.489  4.277  2.458  0.35
H  -7.628  3.433  0.239  0.38
H  -7.712  1.876  0.975  0.35
H  -5.188  1.865  1.215  0.26
H  -5.062  3.475  0.546  0.28
H  -6.144  2.235  -1.710  0.53
H  -6.106  0.854  -0.712  0.29
H  -3.266  0.948  -3.404  0.43
H  -4.789  0.439  -3.089  0.49
H  -4.083  2.641  -4.753  0.39
H  -5.448  2.905  -3.812  0.33
H  -2.681  3.967  -3.308  0.40
H  -4.297  4.501  -2.642  0.28
H  -2.133  2.573  -1.695  0.20
H  -3.169  3.383  -0.526  0.63
H  -3.387  1.080  0.516  0.66
H  -2.315  0.569  -0.882  0.07
H  -4.223  -0.944  -1.647  0.19
H  -4.766  -0.725  0.095  0.24
H  -2.551  -1.399  0.899  0.20
H  -2.336  -2.106  -0.626  0.30
H  -3.752  -2.611  0.375  0.40
C  0.539  1.284  0.499  0.10
C  1.208  2.616  0.264  -1.27
C  2.434  2.593  -0.678  -0.17
C  2.203  2.233  -2.150  -1.09
N  3.481  2.002  -3.069  0.58
C  4.308  3.315  -3.098  -0.78
C  5.178  3.326  -4.319  -0.52
C  4.524  2.323  -5.266  -0.84
C  3.241  1.806  -4.534  -0.53
C  4.336  0.810  -2.540  -1.35
C  3.557  -0.513  -2.323  0.53
C  4.517  -1.743  -2.315  -1.55
H  1.156  0.547  1.013  -0.29
H  0.293  0.919  -0.498  0.05
H  -0.295  1.526  1.159  0.41
H  1.385  3.233  1.144  0.47
H  0.462  3.249  -0.216  0.35
H  3.087  1.816  -0.282  -0.01
H  2.878  3.582  -0.566  0.47
H  1.708  3.065  -2.650  0.41
H  1.679  1.310  -2.399  0.63
H  4.964  3.499  -2.248  0.34
H  3.619  4.137  -3.291  0.44
H  6.190  2.955  -4.160  0.27
H  5.209  4.314  -4.780  0.40
H  5.124  1.456  -5.539  0.36
H  4.309  2.825  -6.210  0.40
H  2.960  0.782  -4.780  0.39
H  2.414  2.495  -4.706  0.45
H  4.816  1.169  -1.630  0.64
H  5.165  0.590  -3.213  0.52
H  2.779  -0.635  -3.077  0.40
H  3.122  -0.369  -1.334  -0.27
H  4.960  -1.854  -3.304  0.48
H  4.094  -2.714  -2.057  0.24
H  5.306  -1.510  -1.600  0.32
N  0.957  -3.609  0.776  -0.35
S  1.227  -3.516  -0.672  0.61
O  0.188  -3.301  -1.688  -0.61
O  2.413  -4.221  -1.080  -0.67
F  1.742  -1.932  -0.540  -0.22
S  -0.119  -4.935  0.557  0.73
O  0.368  -6.172  -0.045  -0.53
O  -1.555  -4.566  0.321  -0.51
F  -0.252  -5.340  2.087  -0.19
N  2.154  -4.629  3.642  -0.29
S  2.088  -5.141  5.241  0.81
O  3.337  -5.195  6.005  -0.55
O  1.002  -6.093  5.545  -0.55
F  1.460  -3.727  5.780  -0.24
S  2.907  -5.867  3.164  0.76
O  2.169  -7.126  3.208  -0.58
O  4.326  -5.797  3.509  -0.60
F  2.912  -5.452  1.562  -0.25
N  2.896  -1.405  3.016  -0.14
S  4.237  -1.064  2.058  0.62
O  5.531  -1.507  2.538  -0.54
O  4.187  0.176  1.306  -0.55
F  3.880  -2.099  0.889  -0.21
S  3.452  -0.976  4.313  0.67
O  3.562  0.426  4.543  -0.66
O  4.333  -1.953  5.017  -0.53
F  2.080  -1.188  5.126  -0.24
N  -0.581  -2.287  3.929  -0.30
S  -1.661  -3.058  4.926  0.80
O  -3.080  -3.012  4.484  -0.55
O  -1.357  -3.118  6.337  -0.53
F  -1.116  -4.600  4.586  -0.27
S  -1.062  -0.954  4.463  0.65
O  -0.504  -0.585  5.746  -0.59
O  -2.337  -0.327  4.039  -0.61
F  -0.136  -0.109  3.465  -0.25



The records above yield relative energy (zero: lowest compared OMol25 entry of this formula, charge and spin) values of 0.0384, 2.0613, 1.5686, 3.4519 eV, respectively.